84
Properties=species:S:1:pos:R:3:forces:R:3 method="wB97M-V/def2-TZVPD" spin_multiplicity=2 charge=+2 lumo_energy_ev="-6.55 / -6.71"
Ir -0.944011 0.846162 -1.421586 0.2 -0.3 4.3
S 0.008889 -0.379638 1.079814 -0.5 0.2 -1.2
S 1.858189 1.539562 1.409914 0.1 0.3 -0.3
P -1.477411 -1.396638 -1.943386 0.8 0.0 -1.5
O 1.771789 1.185162 -1.701186 -0.3 -0.4 -0.2
N -1.262811 2.184662 0.251314 0.7 2.4 -2.9
N -1.250811 2.784462 -2.353286 0.4 -0.6 0.4
N -1.347611 0.391662 3.259814 -0.1 0.5 -0.2
N -1.452411 1.835062 1.507614 -0.7 0.6 1.5
N 3.664089 0.057962 2.661014 0.0 0.3 0.1
N 3.241189 2.193362 3.534814 0.0 -0.4 -0.2
C -1.235011 4.534662 0.985214 -0.3 -0.1 0.0
C -1.843611 -2.397238 -0.472686 -0.1 0.5 0.0
C -3.202211 -2.072938 -5.544786 0.1 0.1 0.0
C -1.417711 -4.146138 1.104214 0.0 -0.1 0.1
C -1.261011 3.491862 -0.081286 0.1 -2.5 3.1
C -2.939311 -1.981638 0.285814 0.1 0.0 -0.2
C -3.496811 -3.061538 -2.959586 0.2 0.1 0.0
C 2.622289 -2.482438 -3.734786 0.0 0.0 0.0
C 4.542189 2.416862 4.136714 0.4 0.1 0.2
C -1.091911 4.326262 -4.168286 -0.1 0.8 0.6
C -1.188311 3.050462 -3.655686 -0.2 -0.3 -0.4
C -4.213011 -3.617738 -4.004986 -0.1 -0.1 -0.1
C 0.349989 -3.129438 -3.260486 0.1 0.1 0.1
C -2.507211 -3.734938 1.855314 0.0 0.0 0.0
C -1.094911 5.150662 -1.925586 -0.1 -1.2 1.0
C 3.015389 1.224362 2.637914 -0.3 -0.1 -0.1
C -2.479211 -1.510638 -4.509686 0.0 -0.1 0.2
C 0.394689 -0.708138 4.634314 -0.3 -0.1 -0.1
C -1.026811 0.713162 2.000714 0.1 -0.4 -0.8
C -0.973711 -0.813638 3.962414 0.5 -0.4 0.2
C 4.226689 -0.536238 3.858914 0.2 -0.1 0.4
C 0.140989 -1.923138 -2.609186 0.1 0.2 0.3
C -3.273011 -2.653738 1.444414 0.0 0.0 0.1
C -4.050811 -3.143338 -5.297186 0.0 0.0 0.1
C -2.604011 -2.025738 -3.218386 -0.1 0.4 0.2
C 1.585489 -3.399038 -3.832886 0.0 0.0 0.0
C -1.207411 3.820662 -1.453086 0.2 0.5 -2.6
C 3.613189 -0.840238 1.527714 0.0 -0.2 -0.4
C 1.187489 -0.992438 -2.513486 0.2 -0.9 -0.4
C 2.315389 3.298662 3.658614 -0.4 0.4 0.1
C -1.077611 -3.479938 -0.060886 0.0 0.2 -0.2
C -1.042811 5.402562 -3.270186 0.0 -0.7 -1.1
C 2.436089 -1.288838 -3.063786 -0.2 0.2 0.2
C 0.964289 0.329362 -1.918886 -0.8 1.1 -0.2
H -1.422611 4.072962 1.951714 0.0 0.1 -0.1
H 2.574589 4.113162 2.977214 0.0 0.0 0.0
H -4.892011 -4.430738 -3.804386 -0.1 -0.1 0.0
H 4.552789 2.154462 5.195814 0.0 0.0 0.0
H -0.833411 -4.992538 1.428214 0.1 -0.1 0.0
H -1.043311 5.956562 -1.214986 0.0 0.1 0.1
H -0.221711 -3.791238 -0.640586 0.1 -0.1 0.0
H -1.796311 -0.689738 -4.693086 0.0 0.0 -0.1
H -3.096111 -1.680738 -6.544686 0.0 0.0 -0.1
H 3.939189 0.016162 4.747714 0.0 0.0 0.0
H -0.968311 -1.645438 3.251314 -0.2 0.1 0.1
H 3.493789 -0.274538 0.605714 0.1 -0.1 0.0
H 1.170189 -0.599738 3.882014 0.2 0.1 -0.1
H 3.228689 -0.560838 -2.978486 0.1 0.1 -0.1
H 0.422989 0.140762 5.312314 0.1 0.1 0.1
H -0.255511 5.016062 1.008414 0.0 0.0 -0.1
H -2.768011 -4.260938 2.759114 0.0 -0.1 0.1
H 4.783889 3.476762 4.049714 0.0 0.0 0.0
H -3.512811 -1.123738 -0.042586 -0.1 0.0 0.1
H 3.836789 -1.551738 3.950814 0.0 0.0 0.0
H -3.610511 -3.443738 -1.955486 0.0 -0.1 0.0
H 2.777089 -1.538338 1.618114 0.0 0.0 0.0
H -1.990911 5.296262 0.802114 0.0 0.1 0.0
H 4.542589 -1.406538 1.487914 0.0 0.0 0.0
H 0.587389 -1.609438 5.208114 0.1 -0.1 0.1
H -0.455311 -3.843538 -3.350686 -0.1 -0.1 0.0
H 2.347289 3.673162 4.680214 0.1 0.0 0.0
H -4.573011 -3.614038 -6.114586 -0.1 0.0 -0.1
H 1.739589 -4.323038 -4.368086 0.0 -0.1 0.0
H -1.257411 2.201962 -4.324586 0.1 0.0 0.1
H -4.124711 -2.338538 2.026714 -0.1 0.0 0.1
H -1.085011 4.488962 -5.233386 0.1 -0.1 -0.1
H 3.572989 -2.689438 -4.201486 0.1 -0.1 0.0
H -0.979111 6.413262 -3.640086 0.0 0.1 0.0
H 5.314989 -0.595438 3.799814 0.0 0.0 0.0
H -1.854411 1.095062 3.781914 0.0 0.0 -0.2
H -1.737011 -0.992138 4.720614 0.0 -0.1 -0.1
H 1.305189 2.964662 3.426014 0.1 0.1 0.1
H 5.310689 1.853762 3.614214 0.0 0.0 0.0